{"formula": "C64H176AsF6N16O16Pd", "method": "wB97M-V/def2-TZVPD", "symbols": ["Pd", "As", "F", "F", "F", "F", "F", "F", "C", "C", "C", "O", "C", "N", "H", "H", "H", "H", "H", "H", "H", "H", "H", "H", "H", "C", "C", "C", "O", "C", "N", "H", "H", "H", "H", "H", "H", "H", "H", "H", "H", "H", "C", "C", "C", "O", "C", "N", "H", "H", "H", "H", "H", "H", "H", "H", "H", "H", "H", "C", "C", "C", "O", "C", "N", "H", "H", "H", "H", "H", "H", "H", "H", "H", "H", "H", "C", "C", "C", "O", "C", "N", "H", "H", "H", "H", "H", "H", "H", "H", "H", "H", "H", "C", "C", "C", "O", "C", "N", "H", "H", "H", "H", "H", "H", "H", "H", "H", "H", "H", "C", "C", "C", "O", "C", "N", "H", "H", "H", "H", "H", "H", "H", "H", "H", "H", "H", "C", "C", "C", "O", "C", "N", "H", "H", "H", "H", "H", "H", "H", "H", "H", "H", "H", "C", "C", "C", "O", "C", "N", "H", "H", "H", "H", "H", "H", "H", "H", "H", "H", "H", "C", "C", "C", "O", "C", "N", "H", "H", "H", "H", "H", "H", "H", "H", "H", "H", "H", "C", "C", "C", "O", "C", "N", "H", "H", "H", "H", "H", "H", "H", "H", "H", "H", "H", "C", "C", "C", "O", "C", "N", "H", "H", "H", "H", "H", "H", "H", "H", "H", "H", "H", "C", "C", "C", "O", "C", "N", "H", "H", "H", "H", "H", "H", "H", "H", "H", "H", "H", "C", "C", "C", "O", "C", "N", "H", "H", "H", "H", "H", "H", "H", "H", "H", "H", "H", "C", "C", "C", "O", "C", "N", "H", "H", "H", "H", "H", "H", "H", "H", "H", "H", "H", "C", "C", "C", "O", "C", "N", "H", "H", "H", "H", "H", "H", "H", "H", "H", "H", "H"], "positions_angstrom": [[-2.0168, 1.9698, 4.1318], [0.2288, 0.3447, 0.0705], [-0.3804, 2.0207, -0.3675], [1.5297, 1.0230, 1.0546], [0.8218, -1.2955, 0.4310], [-1.1328, -0.2543, -0.8723], [1.2709, 0.3562, -1.4034], [-0.7888, 0.3174, 1.4654], [-4.9395, -2.6379, -2.0654], [-6.0449, -3.6387, -1.7358], [-6.5549, -4.4894, -2.8780], [-7.5031, -5.5753, -2.5483], [-7.8725, -6.3919, -3.7061], [-5.5075, -4.6028, -0.7180], [-3.9803, -3.0624, -2.3618], [-4.6997, -1.8594, -1.3411], [-5.2070, -2.0377, -2.9350], [-6.9166, -3.1538, -1.2964], [-5.6682, -4.8624, -3.3905], [-7.1136, -3.8618, -3.5723], [-8.5586, -5.8568, -4.3627], [-8.4463, -7.2647, -3.3943], [-7.0119, -6.7553, -4.2676], [-4.9210, -4.0636, -0.0972], [-4.9092, -5.2748, -1.1768], [-4.9052, 5.8280, -4.1438], [-3.7812, 5.0572, -4.8030], [-2.8041, 4.2965, -3.8967], [-2.1034, 5.1078, -2.9695], [-1.2093, 4.3495, -2.2255], [-4.3251, 4.1018, -5.7289], [-5.4947, 6.2841, -4.9392], [-4.4865, 6.5711, -3.4650], [-5.5342, 5.1582, -3.5575], [-3.1975, 5.7619, -5.3951], [-2.0325, 3.8637, -4.5334], [-3.3566, 3.6145, -3.2504], [-0.3090, 4.1327, -2.8004], [-1.5830, 3.3670, -1.9374], [-0.9432, 4.8335, -1.2859], [-4.9307, 4.6088, -6.3584], [-3.6451, 3.6586, -6.3300], [3.4114, 1.1467, -4.3108], [3.4955, -0.3129, -3.8209], [4.6655, -1.0710, -4.4226], [4.4585, -1.2760, -5.8181], [5.7132, -1.5158, -6.4570], [3.6064, -0.3013, -2.3863], [4.2585, 1.7858, -4.0616], [2.4742, 1.6677, -4.1149], [3.4100, 1.2517, -5.3957], [2.5641, -0.7756, -4.1472], [4.5649, -2.0614, -3.9787], [5.5802, -0.5796, -4.0908], [6.3972, -2.1694, -5.9157], [6.2104, -0.5517, -6.5639], [5.4750, -1.8781, -7.4571], [3.6362, -1.2129, -1.9526], [2.7029, 0.0179, -2.0671], [2.9447, -0.7678, 6.3865], [4.2439, -0.5934, 5.5748], [5.4131, -1.5407, 5.7036], [6.1311, -1.4437, 6.9299], [7.3214, -2.0715, 7.0018], [3.8490, -0.4290, 4.1885], [3.1536, -0.6554, 7.4503], [2.4447, -1.7130, 6.1748], [2.2360, -0.0079, 6.0575], [4.6600, 0.3703, 5.8686], [6.0878, -1.5364, 4.8475], [5.0810, -2.5749, 5.6127], [8.0626, -1.7829, 7.7470], [7.9408, -1.8294, 6.1382], [7.1931, -3.1538, 6.9847], [4.5402, 0.0422, 3.6225], [3.6271, -1.3090, 3.7452], [5.6345, -1.0075, 0.9199], [5.5455, 0.5274, 0.8416], [6.6455, 1.1671, 1.7930], [6.2541, 0.9043, 3.1215], [7.3244, 1.3063, 4.0314], [5.7818, 1.1041, -0.5254], [6.6680, -1.2782, 0.7036], [4.9167, -1.4849, 0.2529], [5.3356, -1.3214, 1.9200], [4.6113, 0.9436, 1.2186], [6.7108, 2.2345, 1.5821], [7.5893, 0.6857, 1.5366], [7.3890, 2.3942, 4.0117], [8.2880, 0.8345, 3.8391], [7.0685, 1.0742, 5.0652], [5.0515, 0.6522, -1.0569], [5.5095, 2.0761, -0.4912], [-0.4815, -3.7750, 3.6552], [0.8435, -3.0394, 3.8814], [1.9289, -3.6006, 2.8902], [3.2478, -3.2016, 3.2176], [4.3000, -4.0128, 2.6156], [0.7363, -1.5993, 3.6174], [-1.2390, -3.2612, 4.2471], [-0.4892, -4.7812, 4.0744], [-0.9086, -3.7313, 2.6533], [1.1416, -3.2252, 4.9132], [1.6912, -3.2994, 1.8700], [1.8199, -4.6849, 2.8704], [4.1902, -5.0850, 2.7781], [5.2734, -3.6717, 2.9680], [4.1706, -3.7522, 1.5651], [1.6850, -1.2555, 3.6611], [0.6674, -1.4398, 2.6225], [-1.9596, -1.6191, 6.3625], [-1.9461, -0.1426, 5.9502], [-0.9785, 0.9066, 6.6974], [-1.0056, 2.1919, 6.0455], [-0.5356, 3.1994, 6.9648], [-1.6409, -0.2308, 4.5311], [-2.8300, -2.1260, 5.9458], [-2.0842, -1.6091, 7.4453], [-1.0151, -2.1421, 6.2122], [-2.9701, 0.1955, 6.1087], [0.0441, 0.5606, 6.8481], [-1.3805, 1.0347, 7.7024], [0.3362, 2.9848, 7.5829], [-1.2998, 3.4695, 7.6936], [-0.1254, 4.0991, 6.5060], [-2.3052, -0.8477, 4.0859], [-0.7744, -0.7074, 4.3261], [1.9820, 4.5358, -0.7928], [2.8157, 3.7439, -1.8671], [4.0720, 4.5263, -2.4039], [3.7268, 5.7768, -2.9392], [3.3013, 5.7176, -4.2998], [3.3855, 2.6396, -1.1100], [1.1061, 3.9922, -0.4389], [1.5671, 5.4689, -1.1740], [2.5925, 4.8064, 0.0687], [2.1036, 3.3449, -2.5895], [4.6973, 3.9461, -3.0825], [4.7061, 4.7197, -1.5386], [2.9430, 6.6742, -4.6801], [2.3898, 5.1202, -4.3209], [3.9368, 5.2272, -5.0373], [3.8183, 2.0315, -1.7906], [2.5828, 2.0965, -0.8257], [-1.1647, 5.5556, 1.9840], [-1.3752, 4.0941, 2.4387], [-0.0079, 3.4692, 2.7849], [-0.1087, 2.1602, 3.3495], [1.0966, 1.7391, 4.0020], [-2.1150, 4.1402, 3.6684], [-2.0979, 6.1058, 1.8632], [-0.6670, 5.5850, 1.0147], [-0.6150, 6.1516, 2.7125], [-1.8821, 3.5529, 1.6399], [0.4917, 4.1607, 3.4633], [0.5747, 3.4081, 1.8658], [1.9179, 1.5658, 3.3067], [0.9489, 0.8304, 4.5855], [1.4961, 2.3957, 4.7749], [-1.7636, 4.8406, 4.3056], [-3.0204, 4.5637, 3.5237], [-0.5049, 0.2884, -4.6997], [-1.9676, -0.1745, -4.8733], [-2.1414, -1.2618, -5.9970], [-1.6647, -0.7295, -7.2170], [-2.0149, -1.4602, -8.3463], [-2.4388, -0.6534, -3.6062], [-0.1733, 0.7281, -5.6403], [0.1155, -0.5879, -4.5117], [-0.3138, 0.9878, -3.8858], [-2.5847, 0.6718, -5.1749], [-3.1830, -1.5819, -6.0258], [-1.4935, -2.0901, -5.7102], [-1.4165, -1.2797, -9.2393], [-3.0602, -1.5109, -8.6512], [-1.7344, -2.5046, -8.2099], [-2.0260, -1.5265, -3.3106], [-2.1633, -0.0248, -2.8653], [-5.4200, -2.8207, 2.7584], [-4.0807, -2.2529, 3.0818], [-3.1960, -2.0584, 1.8208], [-3.1258, -3.3023, 1.1318], [-2.1738, -3.3052, 0.0713], [-4.4352, -1.0405, 3.7869], [-6.1152, -2.9243, 3.5914], [-5.3219, -3.8391, 2.3823], [-5.8790, -2.1808, 2.0048], [-3.5504, -2.8967, 3.7836], [-2.2754, -1.6073, 2.1909], [-3.5655, -1.3240, 1.1051], [-2.1664, -4.3156, -0.3377], [-1.2057, -3.0199, 0.4830], [-2.4220, -2.5834, -0.7069], [-4.9566, -1.3145, 4.6073], [-5.0287, -0.4568, 3.2148], [-9.8597, 0.8765, -1.9985], [-9.0311, 1.0344, -3.2920], [-7.5334, 1.0657, -2.9130], [-6.7580, 1.3858, -4.1006], [-5.3990, 1.2741, -3.8896], [-9.4206, -0.0019, -4.2121], [-9.6583, -0.0114, -1.3993], [-10.9379, 0.9140, -2.1535], [-9.6519, 1.6799, -1.2918], [-9.2812, 1.9950, -3.7424], [-7.2571, 0.0817, -2.5341], [-7.3249, 1.7482, -2.0890], [-5.0488, 0.2472, -3.7848], [-5.0678, 1.8905, -3.0539], [-5.0013, 1.6662, -4.8257], [-8.9895, 0.0827, -5.1215], [-10.3976, 0.1150, -4.4401], [0.4770, -4.3174, -6.7253], [1.3606, -3.2468, -5.9771], [1.4493, -3.5053, -4.4266], [0.0793, -3.4541, -3.9544], [-0.1184, -3.1303, -2.5462], [2.6527, -3.2915, -6.4789], [-0.4015, -4.6337, -6.1629], [1.0639, -5.2325, -6.8035], [0.1080, -4.0766, -7.7223], [0.9434, -2.2427, -6.0528], [2.0744, -2.7655, -3.9266], [1.9254, -4.4655, -4.2280], [0.4464, -3.7583, -1.8572], [-1.1705, -3.2160, -2.2744], [0.0576, -2.0597, -2.4423], [3.2005, -2.5045, -6.1617], [2.6369, -3.3127, -7.4885], [3.3194, -4.1992, -1.2318], [3.2720, -5.6555, -0.7011], [2.2356, -6.4664, -1.5980], [0.8155, -6.0746, -1.3594], [0.3856, -6.1844, -0.0561], [4.5926, -6.1989, -0.7642], [4.1648, -3.6332, -0.8405], [2.3883, -3.7781, -0.8527], [3.4101, -4.1446, -2.3166], [3.0220, -5.5610, 0.3556], [2.3564, -7.5035, -1.2853], [2.4975, -6.4935, -2.6558], [0.6053, -7.0848, 0.5176], [-0.6908, -6.0141, -0.0764], [1.0057, -5.4345, 0.4350], [4.5267, -7.2060, -0.7240], [5.0162, -5.9258, -1.6395], [8.0876, 5.4665, 3.8146], [6.8088, 6.0784, 4.3973], [5.5413, 5.2369, 4.1203], [5.3266, 5.0152, 2.6906], [4.4003, 3.9320, 2.4049], [7.1014, 6.3849, 5.7878], [8.4037, 4.6343, 4.4435], [8.9249, 6.1576, 3.9112], [8.0090, 5.2978, 2.7406], [6.7032, 7.0676, 3.9520], [4.6472, 5.6808, 4.5580], [5.7050, 4.2930, 4.6402], [3.4213, 4.2769, 2.7377], [4.7373, 3.0421, 2.9365], [4.2624, 3.6902, 1.3510], [7.8707, 7.0331, 5.8781], [7.4278, 5.6100, 6.3473], [-4.3047, 1.7271, 0.2288], [-4.2593, 2.1420, 1.7002], [-5.6157, 1.9004, 2.4512], [-6.0494, 0.5321, 2.3335], [-7.3886, 0.3984, 2.7143], [-3.1231, 1.4234, 2.2564], [-4.6424, 0.6950, 0.1354], [-3.3844, 1.7946, -0.3515], [-5.0640, 2.2464, -0.3559], [-4.0888, 3.2184, 1.7243], [-6.3723, 2.5917, 2.0798], [-5.6184, 2.1208, 3.5187], [-7.6849, -0.6179, 2.9742], [-8.1508, 0.6141, 1.9655], [-7.6215, 0.9608, 3.6184], [-3.3553, 0.4404, 2.2567], [-2.5177, 1.4390, 1.4482]], "atomic_forces_ev_per_a": [[-1.1, -1.3, -0.5], [0.7, 0.5, -1.7], [0.8, -1.6, 0.9], [-0.8, -0.3, -0.8], [-0.6, 1.1, -0.2], [0.8, 0.0, 0.5], [-1.9, 0.3, 1.8], [0.0, -0.1, 0.2], [-0.4, 0.7, -1.7], [0.4, -1.6, 1.9], [-1.1, -0.4, -1.2], [1.1, 0.1, -0.5], [0.1, 0.8, 0.8], [-0.7, 0.7, 0.1], [-0.1, -0.6, 0.1], [-0.4, -0.3, 0.7], [-0.2, 0.1, -0.3], [0.1, 0.3, 0.2], [0.0, -0.5, -0.3], [0.2, 0.3, -0.3], [0.2, 0.4, -0.2], [0.2, 0.1, 0.6], [0.2, 0.2, 0.0], [0.2, -0.1, 0.3], [0.1, -0.1, -0.1], [0.4, -0.4, 0.4], [1.2, 0.4, -0.1], [-0.2, 0.8, 0.5], [-0.5, 1.1, 0.1], [0.5, -0.6, 0.2], [-1.0, -0.8, -0.5], [-0.1, 0.2, 0.2], [-0.1, 0.2, -0.2], [-0.2, -0.1, -0.1], [0.4, 0.5, 0.3], [-0.2, -0.8, -0.2], [-0.1, -0.8, -0.6], [0.4, 0.1, 0.0], [-0.5, -0.2, -0.1], [0.0, 0.4, -0.2], [-0.3, -0.1, -0.1], [0.4, 0.0, 0.1], [0.1, 0.3, -1.1], [0.0, 1.2, -1.1], [-1.7, -0.5, 0.4], [1.4, 0.7, 0.7], [-0.5, 0.8, -0.6], [-0.1, 0.1, 0.7], [0.1, -0.2, 0.7], [-0.1, -0.2, 0.8], [0.1, -0.8, -0.4], [-0.1, -0.3, -0.2], [0.7, -0.3, 0.4], [0.3, 0.0, -0.6], [-0.3, -0.3, 0.1], [0.2, 0.1, -0.1], [0.2, -0.2, 0.1], [0.4, -0.6, -0.3], [0.5, 0.3, 0.1], [0.8, -0.4, 0.1], [-0.1, 1.4, -0.3], [0.4, -2.2, 0.6], [-2.1, 2.3, 0.7], [2.2, -1.3, -1.5], [-0.6, 0.1, -0.5], [-0.2, -0.2, 0.1], [0.2, -0.3, 0.2], [0.2, 0.2, 0.1], [0.0, 0.3, 0.2], [0.3, 1.1, -0.2], [-0.6, -0.5, 0.2], [-1.0, 0.3, 1.0], [0.0, -0.1, -0.8], [0.2, -0.3, 0.3], [0.3, 0.0, 0.1], [0.2, -0.3, 0.0], [-0.5, 1.1, 0.0], [1.6, 1.6, 0.4], [-1.4, -1.1, -1.5], [1.7, 0.2, 1.2], [-1.2, 0.2, 0.1], [0.2, -1.5, 1.3], [-0.2, -0.4, -0.1], [0.2, 0.0, -0.3], [0.3, 0.0, 0.1], [-0.5, -0.4, 0.2], [0.1, 0.2, 0.1], [0.3, 0.1, 0.2], [0.4, 0.1, -0.3], [-0.1, 0.0, -0.5], [-0.4, -0.4, -0.1], [0.0, 0.0, -0.8], [0.0, 0.1, 0.1], [-0.5, 0.7, 0.7], [0.8, -0.7, -2.1], [-0.4, -0.7, 0.6], [0.2, -0.6, 1.0], [-1.2, 1.2, -0.6], [0.2, 0.2, 0.4], [-0.1, 0.2, 0.2], [0.3, -0.1, -0.4], [0.5, -0.3, -0.3], [0.2, 0.2, 0.0], [-0.2, 0.4, -0.2], [0.3, -0.4, 0.2], [-0.2, 0.0, 0.2], [-0.2, 0.1, 0.1], [0.7, -0.6, -0.4], [0.5, 0.5, 1.0], [-0.9, -0.4, -0.6], [0.3, 0.9, 2.6], [1.2, -0.7, -0.1], [-1.3, -1.6, 0.1], [0.9, -0.1, 1.5], [0.2, 0.9, 0.5], [-0.8, 2.2, -0.5], [0.3, 0.0, -0.2], [-0.2, -0.5, 0.3], [-0.1, 0.1, -0.5], [-0.1, 0.4, -0.3], [0.2, -0.1, -0.5], [-0.2, 0.0, 0.1], [0.1, -1.3, -0.2], [-0.3, 0.0, -0.3], [-0.8, 0.0, -0.9], [-0.9, 0.4, 0.0], [1.5, 0.1, 0.0], [0.3, 0.7, -0.9], [0.2, 0.9, 1.6], [-1.4, 0.1, 0.6], [0.6, 0.6, -1.2], [-1.6, -0.6, 0.4], [-0.3, -0.3, -0.3], [0.2, -0.5, -0.1], [0.2, 0.1, -0.3], [0.2, -0.1, 0.0], [0.2, 0.4, -0.7], [-0.2, -0.3, -0.3], [-0.1, 0.1, 0.2], [0.7, 0.3, 0.4], [-0.3, -0.3, -0.1], [0.8, 0.2, 0.3], [0.3, -0.3, -0.1], [0.0, -0.3, 0.5], [0.2, -0.3, -0.6], [1.7, 1.6, -0.3], [0.0, 0.5, -1.2], [0.9, 0.7, -0.2], [0.9, -0.6, 0.7], [-1.9, -0.4, 1.1], [-0.3, -0.4, -0.1], [0.2, 0.1, 0.1], [0.4, -0.2, 0.1], [-0.1, -0.2, 0.3], [0.2, -0.1, 0.3], [0.2, -0.1, 0.0], [-0.4, 0.0, -0.3], [-0.5, -0.2, -0.7], [-0.4, 0.9, -0.2], [1.0, -0.1, 0.3], [-0.6, -0.4, -0.4], [-0.1, -0.4, -1.3], [0.9, 0.0, -0.5], [0.9, 0.9, 1.2], [-0.4, 1.0, -0.1], [0.5, -2.0, -0.6], [-1.2, -0.6, 0.9], [0.3, 0.1, 0.0], [0.1, -0.2, 0.0], [-0.4, 0.1, 0.1], [-0.1, 0.2, 0.0], [-0.1, 0.0, -0.2], [-0.1, -0.5, 0.0], [0.1, 1.2, 0.2], [-0.3, 0.6, 0.4], [-0.1, -0.5, 0.4], [0.2, -0.3, -0.5], [-0.1, 0.3, -0.1], [-0.4, -2.0, -1.2], [-1.0, -0.3, -0.3], [-0.8, -0.3, 0.5], [0.4, 0.6, 0.7], [-0.1, 0.2, 0.5], [2.0, 1.3, 0.9], [0.3, 0.3, 0.3], [-0.2, 0.0, -0.5], [-0.2, -0.2, -0.2], [0.3, -0.2, -0.1], [0.9, -0.6, -0.3], [-0.6, 0.3, 0.0], [0.1, 0.2, 0.0], [0.3, -0.2, -0.2], [-0.2, 0.1, 0.0], [-0.1, 0.1, 0.0], [-0.3, -0.2, 0.1], [0.1, 0.5, 0.4], [0.0, 0.7, 1.2], [-0.3, -0.6, -1.7], [-2.2, -0.3, 1.5], [0.7, 0.1, -1.1], [0.1, -0.9, -0.5], [0.2, -0.4, -0.5], [0.0, -0.1, -0.3], [0.1, 0.4, -0.2], [0.2, 0.5, 0.3], [0.2, -0.4, -0.1], [-0.1, 0.6, -0.1], [0.0, -0.2, 0.3], [0.2, 0.1, 0.2], [0.6, 0.1, 0.3], [0.6, 0.1, 0.0], [-0.3, -0.1, 0.3], [0.2, -0.1, 1.1], [-2.2, -0.8, 1.3], [-1.6, -0.1, -0.8], [0.3, -0.2, 1.2], [0.2, 0.4, -1.3], [2.0, -0.6, -1.0], [-0.1, 0.4, 0.2], [0.3, 0.0, -0.1], [0.4, 0.5, 0.0], [-0.6, 0.2, -0.2], [-0.1, 0.4, -0.1], [-0.2, -0.4, 0.0], [0.2, 0.1, -0.2], [-0.1, -0.5, -0.5], [0.6, 0.1, 0.4], [0.2, 0.0, -0.3], [0.2, 0.1, -0.1], [-0.3, -0.5, 0.7], [-0.5, 1.5, -1.8], [-0.8, 0.1, 2.6], [2.1, -1.2, -2.8], [0.8, 0.8, 0.8], [0.3, -0.5, -0.1], [0.0, -0.1, 0.4], [0.0, 0.6, -0.5], [-0.4, -0.1, -0.1], [-0.5, -0.5, 0.0], [-0.3, -0.4, 0.2], [-0.4, 0.8, 0.0], [0.0, -0.7, -0.5], [0.2, 0.2, 0.4], [-0.9, 0.6, 1.1], [0.4, -0.3, -0.1], [0.2, -0.2, -0.1], [-0.1, 0.4, -0.5], [1.3, 0.5, -0.8], [0.3, -0.3, -0.5], [0.3, -0.3, 0.5], [0.4, 1.0, 1.0], [-1.0, 0.0, 1.3], [-0.2, -0.6, -0.5], [-0.1, 0.4, 0.1], [0.0, -0.7, 0.1], [-0.4, 0.0, -0.3], [0.0, 0.3, 0.0], [-0.1, -0.5, -0.1], [-0.4, -0.3, 0.4], [-0.2, -0.2, 0.1], [0.7, 0.4, -0.2], [-0.2, 0.4, -0.4], [-0.3, -0.6, -0.2], [-1.5, -0.4, -0.7], [-1.7, -0.1, -0.4], [0.4, -0.4, -0.4], [0.0, 1.1, -1.0], [-1.6, -0.6, 0.7], [0.3, 0.3, 0.1], [0.2, -0.3, 0.2], [0.3, 0.3, 0.4], [0.0, 0.4, 0.1], [0.1, 0.1, 0.3], [-0.1, -0.1, -0.6], [0.7, 0.1, 0.3], [0.9, -0.4, 0.0], [0.4, 0.7, -0.5], [0.1, 0.4, 0.0], [-0.2, -0.4, 0.6], [1.2, 0.0, 0.3]], "lowdin_charge": [1.123, 0.909, -0.280, -0.233, -0.254, -0.248, -0.267, -0.244, -0.070, -0.397, -0.187, -0.195, -0.093, 0.051, 0.066, 0.064, 0.058, 0.132, 0.121, 0.122, 0.078, 0.080, 0.079, 0.021, 0.068, -0.047, -0.454, -0.182, -0.172, -0.138, 0.036, 0.079, 0.079, 0.078, 0.134, 0.129, 0.112, 0.086, 0.060, 0.067, 0.078, 0.079, -0.036, -0.419, -0.187, -0.227, -0.080, 0.056, 0.073, 0.064, 0.081, 0.110, 0.120, 0.140, 0.092, 0.089, 0.092, 0.069, 0.021, -0.034, -0.393, -0.184, -0.165, -0.165, 0.068, 0.083, 0.064, 0.037, 0.135, 0.117, 0.123, 0.093, 0.079, 0.092, 0.041, 0.038, -0.033, -0.385, -0.205, -0.241, -0.053, 0.044, 0.090, 0.055, 0.049, 0.111, 0.116, 0.122, 0.066, 0.094, 0.080, 0.002, 0.031, -0.035, -0.358, -0.190, -0.229, -0.042, 0.065, 0.039, 0.094, 0.068, 0.129, 0.109, 0.117, 0.093, 0.089, 0.067, 0.044, 0.050, -0.038, -0.363, -0.122, -0.314, -0.066, 0.013, 0.077, 0.084, 0.081, 0.124, 0.120, 0.127, 0.102, 0.101, 0.092, 0.029, 0.032, -0.050, -0.373, -0.183, -0.177, -0.096, 0.038, 0.030, 0.073, 0.065, 0.106, 0.114, 0.125, 0.088, 0.071, 0.087, 0.027, 0.034, -0.021, -0.408, -0.151, -0.307, -0.071, -0.001, 0.090, 0.076, 0.091, 0.122, 0.134, 0.122, 0.085, 0.049, 0.099, 0.107, 0.101, -0.046, -0.396, -0.164, -0.173, -0.132, 0.059, 0.078, 0.056, 0.064, 0.120, 0.127, 0.107, 0.090, 0.088, 0.068, 0.042, 0.048, -0.057, -0.407, -0.183, -0.187, -0.100, 0.041, 0.088, 0.084, 0.087, 0.127, 0.090, 0.116, 0.090, 0.075, 0.056, 0.092, 0.019, -0.073, -0.437, -0.171, -0.178, -0.148, 0.036, 0.072, 0.073, 0.064, 0.133, 0.116, 0.111, 0.063, 0.067, 0.073, 0.073, 0.072, -0.037, -0.435, -0.154, -0.198, -0.072, 0.044, 0.066, 0.073, 0.060, 0.118, 0.090, 0.110, 0.063, 0.055, 0.064, 0.037, 0.086, -0.057, -0.442, -0.099, -0.205, -0.136, 0.042, 0.060, 0.062, 0.068, 0.101, 0.107, 0.122, 0.095, 0.086, 0.057, 0.072, 0.078, -0.072, -0.427, -0.166, -0.195, -0.080, 0.017, 0.068, 0.072, 0.077, 0.136, 0.115, 0.108, 0.070, 0.070, 0.064, 0.071, 0.064, -0.028, -0.359, -0.135, -0.234, -0.100, 0.015, 0.080, 0.081, 0.084, 0.125, 0.131, 0.121, 0.092, 0.098, 0.096, 0.047, 0.050], "orbital_gap_ha": [0.2633, 0.1911], "s2": 2.00, "spin_multiplicity": 3, "charge": 1, "e_homo_ha": [-0.35835, -0.35835]}